{"formula": "C28H40Br12O18", "method": "the ωB97M-V functional and the def2-TZVPD basis", "symbols": ["C", "C", "C", "O", "C", "O", "O", "H", "H", "H", "H", "H", "H", "C", "C", "C", "O", "C", "O", "O", "H", "H", "H", "H", "H", "H", "C", "C", "C", "O", "C", "O", "O", "H", "H", "H", "H", "H", "H", "C", "C", "C", "O", "C", "O", "O", "H", "H", "H", "H", "H", "H", "C", "C", "C", "O", "C", "O", "O", "H", "H", "H", "H", "H", "H", "C", "C", "C", "O", "C", "O", "O", "H", "H", "H", "H", "H", "H", "C", "Br", "Br", "Br", "H", "C", "Br", "Br", "Br", "H", "C", "Br", "Br", "Br", "H", "C", "Br", "Br", "Br", "H"], "coordinates": [[-5.778, 1.480, -3.133], [-5.329, 0.421, -2.101], [-5.333, 0.794, -0.684], [-5.989, -0.265, -0.118], [-6.568, -1.055, -0.989], [-7.297, -1.998, -0.780], [-6.317, -0.611, -2.180], [-6.847, 1.695, -3.143], [-5.528, 1.326, -4.182], [-5.215, 2.405, -3.008], [-4.452, -0.009, -2.586], [-5.903, 1.716, -0.561], [-4.331, 0.840, -0.257], [2.463, 1.574, -3.091], [1.432, 2.287, -2.201], [0.894, 3.577, -2.732], [-0.491, 3.395, -2.715], [-0.872, 2.124, -2.446], [-1.991, 1.634, -2.622], [0.266, 1.473, -2.032], [3.321, 2.154, -3.430], [2.013, 1.212, -4.015], [2.841, 0.734, -2.507], [1.816, 2.422, -1.190], [1.295, 3.823, -3.715], [1.144, 4.435, -2.110], [4.675, -2.739, -2.635], [3.262, -2.478, -3.042], [2.689, -3.442, -4.032], [1.759, -4.106, -3.225], [1.560, -3.470, -2.099], [0.667, -3.665, -1.327], [2.501, -2.633, -1.874], [5.407, -2.649, -3.438], [4.752, -3.770, -2.288], [5.104, -2.174, -1.808], [3.166, -1.477, -3.461], [3.448, -4.084, -4.478], [2.220, -2.950, -4.883], [2.706, 5.151, 4.442], [2.043, 3.912, 3.857], [0.567, 3.657, 4.250], [-0.067, 3.375, 3.034], [0.743, 3.579, 1.986], [0.374, 3.295, 0.825], [1.981, 4.025, 2.411], [2.894, 5.038, 5.510], [2.157, 6.051, 4.165], [3.700, 5.316, 4.027], [2.688, 3.038, 3.949], [0.104, 4.574, 4.614], [0.256, 2.801, 4.849], [-2.127, -1.369, -0.103], [-0.971, -0.786, 0.791], [-1.446, 0.258, 1.747], [-0.585, -0.009, 2.869], [-0.150, -1.257, 2.805], [0.383, -1.870, 3.749], [-0.431, -1.809, 1.595], [-2.574, -0.546, -0.660], [-2.908, -1.776, 0.539], [-1.729, -2.144, -0.758], [-0.153, -0.435, 0.162], [-2.463, 0.066, 2.090], [-1.324, 1.278, 1.384], [2.158, -5.542, 2.969], [2.485, -4.793, 1.682], [2.615, -3.255, 1.654], [3.914, -3.034, 1.115], [4.472, -4.199, 0.635], [5.511, -4.360, 0.032], [3.752, -5.258, 1.078], [1.648, -6.479, 2.745], [1.664, -4.975, 3.759], [3.113, -5.815, 3.416], [1.668, -4.959, 0.980], [2.642, -2.904, 2.686], [1.824, -2.706, 1.144], [-3.917, 0.886, 4.670], [-2.159, 0.946, 5.570], [-4.194, -0.925, 3.948], [-4.077, 2.216, 3.258], [-4.753, 1.037, 5.353], [-2.629, 4.812, 0.475], [-1.358, 5.904, -0.686], [-4.390, 4.657, -0.463], [-3.098, 5.659, 2.243], [-2.156, 3.841, 0.617], [4.250, 1.025, 0.710], [4.725, 2.506, -0.558], [5.487, -0.502, 0.411], [2.418, 0.352, 0.607], [4.473, 1.439, 1.694], [-1.935, -3.504, -3.656], [-2.421, -4.341, -5.384], [-3.604, -3.175, -2.710], [-0.933, -1.724, -3.928], [-1.314, -4.189, -3.079]], "atomic_forces_ev_per_a": [[0.453, 1.017, -0.075], [-0.414, 0.399, -4.800], [0.987, 1.187, -0.034], [-0.482, -1.187, 3.670], [-2.297, -1.943, 0.032], [1.001, 0.843, 0.525], [0.328, 0.050, -1.962], [-0.022, -0.042, 0.532], [0.080, -1.097, 0.085], [-0.112, 0.266, 0.669], [0.611, -0.045, 0.938], [0.139, 0.140, 0.407], [-0.082, 0.441, 0.041], [-0.458, -0.323, 0.268], [1.101, -0.448, 0.388], [0.687, 0.839, 0.191], [-2.230, 0.094, -0.712], [-0.217, -0.825, -0.772], [3.177, 1.499, 1.046], [-1.506, -0.799, -0.412], [-0.118, 0.442, 0.485], [-0.334, -0.142, 0.073], [0.099, -0.160, -0.228], [0.160, 0.039, -0.163], [-0.482, -0.233, -0.384], [-0.119, -0.096, 0.262], [1.474, -0.910, -0.012], [2.284, 1.783, -0.346], [0.504, 0.107, -0.775], [-1.276, -2.076, -1.730], [-1.796, -0.952, 1.406], [-0.609, -0.528, 0.047], [0.969, 2.400, 0.675], [-0.234, 0.097, -0.358], [-0.040, -0.194, -0.054], [-0.683, 0.398, -0.070], [-0.218, 0.299, 0.462], [-0.125, -0.503, 0.456], [-0.453, 0.056, 0.204], [0.274, -0.160, -0.422], [0.497, -0.373, -0.118], [-0.061, 0.499, 0.244], [-0.132, -0.042, -1.889], [-0.469, -1.106, -2.403], [1.649, 1.368, 3.493], [-2.030, -0.215, -1.068], [-0.511, 0.144, 0.084], [-0.297, -0.041, 0.448], [0.030, -0.354, -0.275], [-0.138, -0.114, 0.738], [0.124, 0.026, 0.407], [0.870, 0.201, 0.584], [1.137, 0.624, 0.976], [-1.523, -0.640, -2.601], [0.154, -0.153, 0.345], [0.219, 0.878, 0.434], [1.155, -2.689, 2.550], [-1.317, 1.896, -2.973], [0.411, -0.120, 1.518], [0.181, -0.061, -0.348], [0.066, -0.170, 0.095], [-0.109, 0.212, 0.017], [-0.104, 0.244, -0.238], [-0.039, 0.138, -0.207], [0.128, -0.053, 0.209], [1.334, -0.044, 0.060], [-0.929, 0.298, -1.108], [0.701, -0.565, 1.917], [0.937, -0.622, -1.553], [0.437, -0.654, 0.901], [-1.548, 1.171, 0.713], [-1.199, 0.658, 0.152], [-0.175, 0.204, 0.098], [-0.407, 0.211, -0.486], [0.152, -0.134, 0.085], [0.261, -0.645, -0.330], [-0.029, 0.303, 0.009], [0.271, -0.367, -0.425], [0.325, -0.614, -0.398], [-1.126, 0.160, -0.259], [0.022, 0.549, 0.255], [0.064, -0.210, 0.491], [0.547, 0.134, 0.069], [-0.679, 1.426, -0.485], [-1.185, -0.807, 1.334], [1.277, -0.218, 0.384], [0.883, -0.576, -1.278], [-0.169, 0.244, 0.079], [0.852, -0.405, -0.688], [-0.531, -0.883, 0.791], [-0.497, 1.197, 0.255], [0.799, 0.600, 0.073], [-0.315, -0.246, -0.237], [-0.421, 0.929, -0.774], [0.636, 0.478, 0.844], [0.533, -0.088, -0.178], [-0.788, -1.674, 0.268], [0.052, 0.356, -0.157]], "lowdin_charge": [-0.011, -0.301, -0.137, 0.092, -0.624, 0.138, 0.095, 0.090, 0.083, 0.067, 0.131, 0.127, 0.125, -0.043, -0.360, -0.124, 0.023, -0.475, 0.093, 0.033, 0.074, 0.090, 0.046, 0.058, 0.136, 0.120, -0.021, -0.325, -0.094, 0.096, -0.677, 0.133, 0.115, 0.096, 0.089, 0.027, 0.143, 0.142, 0.129, -0.020, -0.277, -0.078, 0.022, -0.476, 0.045, 0.059, 0.092, 0.093, 0.085, 0.151, 0.137, 0.111, -0.011, -0.325, -0.114, -0.001, -0.551, 0.089, 0.070, 0.063, 0.089, 0.029, 0.097, 0.040, 0.124, -0.011, -0.259, -0.107, -0.049, -0.527, 0.116, 0.079, 0.083, 0.085, 0.085, 0.135, 0.123, 0.093, -1.489, 0.606, 0.600, 0.578, -0.022, -1.395, 0.563, 0.524, 0.487, -0.045, -1.414, 0.582, 0.653, 0.759, -0.027, -1.430, 0.535, 0.626, 0.549, -0.026], "energy_ev": -907048.269, "gap_ha": 0.345}

***

{"formula": "C28H40Br49INO5P2", "method": "the ωB97M-V functional and the def2-TZVPD basis", "symbols": ["C", "C", "C", "P", "O", "Br", "O", "P", "I", "C", "N", "C", "C", "C", "C", "O", "C", "C", "C", "C", "O", "O", "H", "H", "H", "H", "H", "H", "H", "H", "H", "H", "H", "H", "H", "H", "H", "H", "H", "H", "H", "H", "H", "H", "H", "H", "C", "Br", "Br", "Br", "H", "C", "Br", "Br", "Br", "H", "C", "Br", "Br", "Br", "H", "C", "Br", "Br", "Br", "H", "C", "Br", "Br", "Br", "H", "C", "Br", "Br", "Br", "H", "C", "Br", "Br", "Br", "H", "C", "Br", "Br", "Br", "H", "C", "Br", "Br", "Br", "H", "C", "Br", "Br", "Br", "H", "C", "Br", "Br", "Br", "H", "C", "Br", "Br", "Br", "H", "C", "Br", "Br", "Br", "H", "C", "Br", "Br", "Br", "H", "C", "Br", "Br", "Br", "H", "C", "Br", "Br", "Br", "H"], "coordinates": [[0.218, -0.746, 2.347], [0.458, -1.236, 0.983], [0.918, -0.343, -0.295], [-0.458, 0.891, -0.865], [-1.827, -0.041, -1.446], [-1.223, 2.138, 0.881], [0.954, -1.360, -1.382], [2.250, -1.100, -2.565], [4.154, -0.828, -4.163], [3.113, -2.791, -2.165], [4.082, -2.677, -0.987], [0.980, -1.797, -3.793], [0.836, -1.061, -5.224], [0.932, 0.561, -5.221], [-0.705, -1.397, -5.749], [3.347, -0.478, -1.316], [2.476, 0.236, -0.348], [3.181, 0.368, 1.129], [4.683, 0.986, 1.022], [4.752, 2.581, 1.427], [5.740, 3.123, 2.110], [3.633, 3.437, 0.965], [0.245, 0.367, 2.680], [0.051, -1.538, 3.206], [0.257, -2.383, 0.803], [-2.216, 0.503, -2.205], [1.816, 0.301, -2.589], [2.297, -3.560, -1.824], [3.719, -3.189, -3.073], [4.115, -3.591, -0.456], [5.070, -2.582, -1.350], [-0.059, -1.779, -3.272], [1.235, -2.932, -3.997], [1.530, -1.493, -6.077], [0.238, 0.942, -6.083], [1.999, 0.949, -5.464], [0.489, 0.940, -4.220], [-1.405, -0.701, -5.098], [-0.884, -1.074, -6.849], [-1.009, -2.487, -5.497], [2.386, 1.337, -0.710], [2.542, 1.104, 1.792], [3.187, -0.722, 1.569], [5.140, 0.903, -0.058], [5.344, 0.421, 1.789], [4.037, 3.918, 0.171], [0.577, -0.671, 6.552], [2.043, -1.292, 5.438], [-0.424, 0.760, 5.700], [-0.582, -2.131, 7.103], [1.020, -0.255, 7.460], [-2.684, -4.303, -8.562], [-1.773, -5.738, -7.621], [-3.851, -3.291, -7.382], [-1.435, -3.152, -9.506], [-3.321, -4.770, -9.317], [6.077, 4.662, 5.363], [5.720, 2.753, 5.414], [4.649, 5.641, 4.481], [6.458, 5.374, 7.131], [6.979, 4.802, 4.761], [0.781, 5.354, 4.144], [1.242, 6.571, 2.701], [-1.110, 5.436, 4.586], [1.359, 3.537, 3.769], [1.330, 5.686, 5.029], [-2.176, 3.499, 8.649], [-0.318, 3.734, 8.130], [-3.374, 4.503, 7.495], [-2.668, 1.621, 8.746], [-2.283, 3.909, 9.656], [0.068, 4.297, -3.626], [0.993, 2.869, -2.688], [-1.097, 5.296, -2.434], [1.301, 5.461, -4.579], [-0.570, 3.825, -4.377], [-1.107, -5.121, -0.527], [0.380, -5.679, -1.648], [-0.963, -5.836, 1.274], [-1.322, -3.190, -0.524], [-2.014, -5.542, -0.967], [-2.770, 6.882, 0.726], [-3.873, 5.742, 1.848], [-3.460, 7.002, -1.086], [-2.506, 8.637, 1.518], [-1.786, 6.410, 0.661], [2.462, 10.107, 1.077], [2.874, 10.254, 2.971], [3.629, 8.839, 0.179], [0.585, 9.700, 0.776], [2.652, 11.087, 0.632], [-4.461, -8.541, -9.573], [-3.548, -9.975, -8.630], [-5.626, -7.527, -8.393], [-3.214, -7.391, -10.521], [-5.099, -9.010, -10.326], [1.682, -2.100, -12.261], [1.274, -3.999, -12.197], [0.325, -1.102, -13.231], [1.991, -1.366, -10.489], [2.616, -1.993, -12.819], [-6.516, 2.781, 10.114], [-7.589, 1.621, 11.245], [-7.239, 2.909, 8.315], [-6.258, 4.533, 10.915], [-5.528, 2.320, 10.029], [0.183, -8.965, -6.560], [0.900, -10.684, -6.005], [0.084, -7.710, -5.079], [1.162, -8.227, -8.068], [-0.841, -9.140, -6.899], [3.062, 1.854, 9.353], [3.487, 0.039, 8.805], [2.837, 3.036, 7.825], [1.528, 1.908, 10.545], [3.919, 2.225, 9.920], [-4.773, -3.845, 7.490], [-4.880, -3.172, 5.671], [-3.161, -4.893, 7.777], [-4.952, -2.421, 8.801], [-5.621, -4.519, 7.633], [-6.866, -2.355, 1.961], [-4.994, -2.133, 1.488], [-8.035, -1.353, 0.775], [-7.370, -4.229, 2.059], [-6.993, -1.937, 2.963]], "atomic_forces_ev_per_a": [[0.753, -1.514, -2.858], [-0.161, 1.411, 4.021], [0.239, -4.214, 0.396], [-0.534, -0.626, -1.713], [0.922, 1.388, 0.243], [0.024, -0.563, 0.131], [0.158, 2.035, 1.886], [-0.706, -0.880, 1.974], [1.082, 0.940, -1.414], [0.233, -2.094, 0.732], [0.905, -2.369, -0.272], [-0.396, -0.789, -1.847], [-1.372, -0.323, -1.408], [-0.546, -0.586, -0.599], [0.045, 0.983, 1.209], [-3.398, 2.543, 2.366], [0.944, 1.946, 0.461], [-0.406, -0.302, -0.829], [-0.152, 0.642, 0.505], [3.441, 1.970, 2.298], [-5.741, -3.111, -4.054], [3.211, -1.263, -0.705], [0.109, -2.190, -0.828], [0.081, 1.713, -2.019], [1.262, 2.994, 0.535], [0.986, -1.019, 1.592], [0.118, -0.577, -1.066], [1.398, 1.390, -0.791], [-1.609, 0.464, 1.377], [-0.206, 1.085, -1.023], [-1.566, 0.151, 0.386], [1.824, 0.079, -0.906], [-0.475, 2.128, 0.355], [-1.044, 0.824, 2.032], [1.170, -0.597, 1.454], [-1.856, -0.624, 0.918], [0.993, -0.582, -1.913], [1.172, -1.384, -1.195], [0.380, -0.862, 1.732], [0.541, 1.741, -0.790], [0.058, -1.500, 0.479], [1.062, -1.679, -1.261], [0.186, 2.325, -0.622], [-1.001, 0.037, 2.061], [-0.869, 1.211, -1.458], [-0.867, -0.712, 1.571], [0.044, 0.188, 0.097], [-0.330, 0.147, 0.276], [0.259, -0.428, 0.122], [0.175, 0.268, -0.148], [-0.168, -0.166, -0.342], [-0.139, -0.065, -0.129], [-0.131, 0.514, -0.021], [0.297, -0.233, -0.233], [-0.257, -0.274, 0.279], [0.235, 0.172, 0.311], [0.050, -0.124, -0.300], [0.089, 0.476, 0.061], [0.280, -0.215, 0.248], [-0.113, -0.135, -0.277], [-0.381, -0.059, 0.214], [0.186, -0.110, 0.157], [-0.157, -0.292, 0.258], [0.455, -0.028, -0.198], [-0.194, 0.445, 0.091], [-0.199, -0.102, -0.338], [0.076, 0.261, 0.092], [-0.795, -0.033, 0.073], [0.139, -0.277, 0.272], [0.053, 0.355, -0.015], [0.011, -0.161, -0.403], [0.289, -0.284, 0.034], [0.166, 1.534, -0.616], [0.360, -0.276, -0.451], [-0.226, -0.072, 0.123], [0.248, 0.198, 0.265], [-0.434, 0.159, -0.210], [-0.296, 0.089, 0.258], [0.032, 0.139, -0.307], [-0.794, -1.296, -0.700], [0.399, 0.086, 0.202], [0.137, -0.191, 0.050], [0.203, 0.320, -0.333], [-0.123, 0.193, 0.617], [-0.290, -0.417, -0.132], [-0.315, 0.154, 0.037], [0.043, 0.229, -0.189], [-0.100, -0.076, -0.406], [-0.305, 0.229, 0.263], [0.595, 0.062, 0.117], [-0.046, -0.398, 0.196], [-0.141, 0.001, -0.107], [-0.143, 0.350, -0.168], [0.356, -0.194, -0.249], [-0.302, -0.359, 0.085], [0.275, 0.174, 0.311], [0.243, 0.056, 0.009], [0.068, 0.428, -0.019], [0.242, -0.241, 0.241], [-0.166, -0.223, -0.423], [-0.393, -0.049, 0.212], [0.179, -0.083, -0.116], [0.206, 0.284, -0.250], [0.147, -0.016, 0.480], [-0.084, -0.387, -0.183], [-0.353, 0.174, 0.007], [-0.194, 0.072, -0.032], [-0.120, 0.367, -0.115], [0.071, -0.306, -0.340], [-0.179, -0.192, 0.372], [0.386, 0.060, 0.108], [0.127, 0.168, 0.119], [-0.120, 0.437, 0.096], [0.274, -0.385, 0.250], [0.424, -0.202, -0.137], [-0.343, -0.147, -0.238], [-0.186, -0.083, -0.073], [0.126, -0.135, 0.412], [-0.323, 0.287, -0.068], [0.090, -0.277, -0.289], [0.353, 0.272, -0.037], [0.165, 0.134, 0.172], [-0.463, -0.095, 0.085], [0.250, -0.253, 0.227], [0.101, 0.384, -0.054], [0.009, -0.174, -0.396]], "lowdin_charge": [-0.075, -0.171, -0.524, 0.584, -0.428, 0.217, -0.472, 0.319, 0.504, -0.443, -0.085, -0.309, -0.444, -0.183, -0.140, -0.471, -0.294, -0.118, -0.073, -0.292, -0.071, -0.061, -0.009, 0.042, 0.001, 0.063, -0.019, 0.033, 0.011, 0.060, 0.061, 0.083, 0.104, 0.115, 0.074, 0.042, -0.010, 0.081, 0.056, 0.067, 0.088, 0.109, 0.127, 0.145, 0.121, 0.134, -1.577, 0.571, 0.540, 0.537, -0.089, -1.602, 0.504, 0.563, 0.545, -0.081, -1.577, 0.560, 0.566, 0.536, -0.019, -1.569, 0.540, 0.529, 0.540, -0.035, -1.555, 0.486, 0.542, 0.551, -0.022, -1.558, 0.623, 0.519, 0.541, -0.021, -1.547, 0.581, 0.549, 0.733, -0.027, -1.573, 0.546, 0.527, 0.522, -0.035, -1.599, 0.544, 0.557, 0.506, -0.029, -1.583, 0.566, 0.566, 0.577, -0.026, -1.608, 0.531, 0.543, 0.560, -0.028, -1.613, 0.549, 0.546, 0.542, -0.064, -1.613, 0.551, 0.537, 0.542, -0.060, -1.548, 0.598, 0.514, 0.549, -0.021, -1.602, 0.556, 0.543, 0.543, -0.027, -1.622, 0.557, 0.549, 0.536, -0.035], "energy_ev": -3500162.867, "gap_ha": 0.213, "total_charge": -1}